1.
24
Properties=species:S:1:pos:R:3 method="wB97M-V/def2-TZVPD" gap_ev="4.38 / 6.75" homo_energy_ev="-3.954 / -9.920" multiplicity=3
C -0.52 1.97 -1.33
C 0.77 0.92 1.28
C 0.48 -1.40 0.62
C -1.48 0.13 0.86
C 0.07 0.48 -0.93
N -0.74 -0.15 -3.54
N -0.02 0.01 0.40
O -1.07 2.48 -0.34
O -0.17 2.44 -2.38
O -1.54 -1.35 -1.49
O 0.73 -1.63 -2.31
S -0.39 -0.76 -2.09
H 0.46 1.96 0.85
H 0.61 0.73 2.38
H 1.77 0.65 1.23
H -0.35 -2.27 0.22
H 1.37 -1.58 0.00
H 0.54 -1.50 1.73
H -1.78 -0.94 1.02
H -1.48 0.80 1.68
H -2.10 0.62 0.06
H 1.30 0.59 -1.43
H 0.13 -0.04 -3.94
H -1.39 0.68 -3.61

***

2.
15
Properties=species:S:1:pos:R:3 method="wB97M-V/def2-TZVPD" de_lowest_ev=2.0718 smiles=N[C@@](O)(CO)NO gap_ev=10.28 homo_energy_ev=-9.657 multiplicity=1
C -0.26 0.26 -0.11
C 0.97 -0.30 0.63
N -1.36 0.34 0.82
N 0.04 1.59 -0.56
O -0.62 -0.62 -1.18
O -1.82 -0.94 1.18
O 1.94 -0.61 -0.35
H 0.20 -0.97 -1.55
H -1.91 -1.46 0.36
H 2.74 -0.91 0.10
H -2.13 0.85 0.39
H -0.69 1.93 -1.18
H 0.92 1.59 -1.06
H 0.66 -1.20 1.18
H 1.31 0.46 1.33

***

3.
10
Properties=species:S:1:pos:R:3 method="wB97M-V/def2-TZVPD" de_lowest_ev=4.9593 gap_ev=7.63 homo_energy_ev=-8.233 multiplicity=1
C -1.68 1.45 1.52
N 1.12 -0.50 0.61
P -1.33 0.26 0.31
S 0.46 -0.52 -0.92
H -2.76 1.51 1.72
H -0.99 2.23 1.88
H 2.14 -0.53 0.65
H 0.84 -1.18 1.31
H 1.21 -1.46 -3.97
H 0.99 -1.26 -3.12

***

4.
16
Properties=species:S:1:pos:R:3 method="wB97M-V/def2-TZVPD" de_lowest_ev=1.4304 gap_ev="8.11 / 8.16" homo_energy_ev="-12.808 / -13.075" total_charge=+1 multiplicity=2
O 0.34 -2.76 1.28
C 0.04 -2.02 2.22
O -0.50 -2.02 3.27
O 1.55 -1.10 -2.37
C 0.95 -0.10 -2.91
C -0.04 0.66 -2.40
O -0.42 0.31 -1.08
C -0.32 1.35 -0.09
C -0.41 0.67 1.26
O 0.49 -0.42 1.29
La 1.02 -1.62 -0.57
H -0.62 1.43 -2.90
H -1.13 2.08 -0.23
H 0.65 1.87 -0.22
H -1.43 0.28 1.41
H -0.18 1.40 2.05

***

5.
64
Properties=species:S:1:pos:R:3 method="wB97M-V/def2-TZVPD" gap_ev=7.81 homo_energy_ev=-8.571 multiplicity=1
O -0.64 -1.70 2.56
P -0.63 -2.29 1.03
Br -2.66 -1.64 0.32
C 0.38 -1.02 0.19
C 0.54 0.31 0.69
C 1.32 1.21 0.06
C 2.00 0.81 -1.12
N 2.83 1.55 -1.86
S 3.31 0.62 -3.07
N 2.53 -0.74 -2.75
C 1.83 -0.51 -1.63
C 1.01 -1.44 -0.95
H -1.20 -0.92 2.66
H 0.04 0.62 1.60
H 1.47 2.22 0.44
H 0.88 -2.45 -1.31
C 3.82 2.65 7.27
O 4.19 3.80 6.55
C 5.57 3.86 6.21
C 5.76 3.75 4.71
N 5.42 2.42 4.24
C 5.38 2.28 2.79
C 4.33 3.08 2.02
O 3.00 2.67 2.27
C 2.37 3.26 3.39
H 2.78 2.78 7.58
H 3.89 1.74 6.67
H 4.44 2.52 8.17
H 6.13 3.08 6.73
H 5.95 4.83 6.54
H 6.81 3.95 4.47
H 5.15 4.54 4.24
H 4.52 2.16 4.62
H 5.21 1.22 2.57
H 6.36 2.53 2.39
H 4.50 2.90 0.95
H 4.43 4.16 2.18
H 2.74 4.27 3.58
H 2.51 2.66 4.30
H 1.30 3.31 3.19
C -2.15 -2.97 -3.75
O -3.18 -3.93 -3.65
C -4.06 -3.72 -2.55
C -5.45 -3.35 -3.02
N -5.46 -2.03 -3.62
C -6.71 -1.67 -4.29
C -7.13 -2.48 -5.51
O -6.28 -2.32 -6.63
C -5.15 -3.16 -6.68
H -1.47 -3.29 -4.53
H -2.53 -1.97 -4.00
H -1.58 -2.89 -2.81
H -3.66 -2.96 -1.88
H -4.12 -4.67 -1.99
H -6.13 -3.36 -2.17
H -5.78 -4.14 -3.72
H -4.70 -1.96 -4.29
H -6.62 -0.63 -4.60
H -7.51 -1.71 -3.55
H -8.11 -2.12 -5.82
H -7.24 -3.55 -5.27
H -5.35 -4.13 -6.21
H -4.28 -2.71 -6.20
H -4.91 -3.33 -7.73

***

6.
12
Properties=species:S:1:pos:R:3 method="wB97M-V/def2-TZVPD" de_lowest_ev=3.8992 smiles="[NH3+][C@@H]1N=NCO1" gap_ev=10.48 homo_energy_ev=-14.957 total_charge=+1 multiplicity=1
C -1.72 0.34 -0.33
C 0.39 0.06 0.52
N -1.60 -0.82 0.37
N -0.49 -1.11 0.81
N 1.64 -0.26 -0.16
O -0.35 0.91 -0.29
H -1.99 0.13 -1.50
H -2.44 1.14 -0.06
H 0.77 0.51 1.60
H 1.71 0.60 -0.82
H 1.73 -1.19 -0.68
H 2.34 -0.32 0.55